Entry 1:
The following is a DFT calculation (wB97M-V/def2-TZVPD) of a molecular structure, C3H12NaO11S2 in a non-equilibrium geometry.

```
29
Properties=species:S:1:pos:R:3
Na -0.292 1.081 -0.026
S 2.218 3.149 -1.426
O 0.904 2.441 -1.508
O 3.314 2.200 -1.039
O 2.499 3.647 -2.799
O 2.101 4.269 -0.469
S -3.712 0.000 -0.734
O -2.585 0.719 -0.084
O -3.263 -0.547 -2.037
O -4.271 -1.053 0.157
O -4.869 0.925 -0.890
C -0.559 -2.278 -1.251
O -0.754 -0.921 -1.536
H -0.968 -2.548 -0.270
H -0.868 -2.907 -2.094
H 0.513 -2.517 -1.173
H -1.676 -0.842 -1.890
C -1.102 -0.833 2.519
O -0.334 0.387 2.569
H -1.827 -0.710 1.708
H -0.444 -1.651 2.215
H -1.595 -0.932 3.486
H 0.008 0.511 3.455
C 3.009 -0.575 0.703
O 2.125 0.439 0.269
H 3.958 -0.115 1.003
H 2.542 -1.136 1.518
H 3.211 -1.266 -0.128
H 2.718 1.060 -0.248
```

As for the total energy: -51914.21622 eV. The value obtained for the relative energy (zero: lowest compared OMol25 entry of this formula, charge and spin) is 23.15 kcal/mol. The HOMO-LUMO gap comes out at 4.369 eV. Its total charge is -3. The value obtained for the highest occupied orbital energy is 1.4 eV. The largest force on an atom is 3.4 eV Å⁻¹.

***

Entry 2:
The following is a DFT calculation (wB97M-V/def2-TZVPD) of a molecular structure, C32H52N4O5PSZn.

```
96
Properties=species:S:1:pos:R:3
Zn -0.504 -0.357 -1.954
N -1.465 -0.633 -3.923
C -0.735 0.205 -4.894
C -0.101 1.399 -4.178
N 0.730 0.969 -3.037
C 2.029 0.377 -3.386
C 1.954 -1.155 -3.518
N 1.088 -1.718 -2.472
H -1.722 -1.521 -4.338
H -2.329 -0.156 -3.673
H -1.388 0.584 -5.684
H 0.039 -0.397 -5.367
H -0.900 2.020 -3.774
H 0.485 1.982 -4.896
H 0.875 1.776 -2.439
H 2.724 0.617 -2.583
H 2.418 0.799 -4.317
H 2.973 -1.549 -3.457
H 1.548 -1.435 -4.488
H 1.583 -1.671 -1.583
H 0.905 -2.698 -2.655
N -0.783 -1.104 -0.012
C -0.761 -2.427 0.565
C -1.211 -3.514 -0.170
C -1.240 -4.778 0.403
C -0.825 -4.960 1.712
C -0.368 -3.874 2.445
C -0.325 -2.614 1.872
H -0.063 -0.546 0.450
H -1.651 -0.623 0.244
H -1.548 -3.357 -1.189
H -1.597 -5.620 -0.175
H -0.863 -5.943 2.163
H -0.048 -4.002 3.472
H 0.020 -1.765 2.448
C 0.825 4.180 0.202
C -0.623 4.047 -0.262
C -0.744 4.595 -1.685
C -1.546 4.806 0.686
O -0.905 2.622 -0.243
P -2.314 1.964 -0.682
O -3.364 2.911 -1.072
O -1.901 0.920 -1.722
O -2.629 1.111 0.666
C -3.983 0.795 1.115
C -4.822 0.248 -0.039
C -3.814 -0.278 2.187
C -4.625 2.040 1.715
H 1.159 5.208 0.065
H 1.470 3.524 -0.389
H 0.922 3.920 1.258
H -0.524 5.662 -1.687
H -1.756 4.444 -2.057
H -0.035 4.093 -2.351
H -1.285 5.864 0.686
H -1.446 4.419 1.702
H -2.578 4.697 0.362
H -4.346 -0.644 -0.453
H -4.909 1.002 -0.819
H -5.820 -0.014 0.309
H -3.419 -1.203 1.759
H -4.779 -0.499 2.640
H -3.137 0.067 2.969
H -4.777 2.795 0.945
H -3.982 2.460 2.491
H -5.587 1.782 2.158
O 1.901 -0.103 -0.212
S 3.324 0.075 0.234
C 3.331 1.507 1.423
C 2.362 1.386 2.555
C 0.998 1.544 2.313
C 0.085 1.385 3.344
C 0.519 1.081 4.626
C 1.877 0.945 4.876
C 2.793 1.081 3.844
C 3.653 -1.290 1.401
C 3.423 -2.634 0.764
C 2.941 -3.680 1.543
C 2.710 -4.927 0.984
C 2.939 -5.138 -0.367
C 3.440 -4.107 -1.147
C 3.693 -2.866 -0.582
H 3.075 2.354 0.787
H 4.364 1.603 1.757
H 0.649 1.822 1.327
H -0.969 1.504 3.126
H -0.197 0.955 5.428
H 2.231 0.727 5.875
H 3.853 0.962 4.039
H 3.007 -1.155 2.267
H 4.696 -1.168 1.709
H 2.770 -3.522 2.601
H 2.343 -5.731 1.607
H 2.741 -6.105 -0.809
H 3.644 -4.277 -2.198
H 4.131 -2.076 -1.184
```

As for the total energy: -118770.06031 eV. The value obtained for the relative energy (zero: lowest compared OMol25 entry of this formula, charge and spin) is 0.00 kcal/mol. The HOMO-LUMO gap comes out at 9.437 eV. Its total charge is +1. The value obtained for the highest occupied orbital energy is -11.6 eV. The largest force on an atom is 1.0 eV Å⁻¹.

***

Entry 3:
The following is a DFT calculation (wB97M-V/def2-TZVPD) of a molecular structure, C35H41ClGaN9O2S in a non-equilibrium geometry.

```
90
Properties=species:S:1:pos:R:3
Ga -0.395 -0.597 -0.020
C -2.227 0.851 5.046
N -2.195 0.819 3.598
C -3.094 1.743 2.951
C -1.309 0.091 2.902
N -0.904 0.395 1.673
C -0.752 1.704 1.112
C -0.448 2.818 1.997
C -0.464 4.028 1.207
C -0.323 4.139 -0.972
C -0.173 3.000 -1.854
C -0.536 1.798 -1.125
N -0.633 0.512 -1.769
C -0.126 0.179 -2.958
N -0.487 -1.001 -3.491
C 0.423 -1.774 -4.313
C -1.721 -1.670 -3.159
N 0.699 0.963 -3.705
C 1.935 1.526 -3.210
C 0.578 0.991 -5.151
N -0.787 -1.016 3.476
C -1.587 -1.952 4.239
C 0.490 -1.541 3.054
H -2.094 1.882 5.379
H -1.426 0.250 5.465
H -3.185 0.491 5.424
H -2.642 2.735 2.846
H -3.998 1.829 3.550
H -3.353 1.359 1.967
H -0.009 2.715 2.971
H -0.598 4.952 1.763
H -0.409 5.105 -1.460
H 0.096 3.068 -2.883
H 1.431 -1.376 -4.232
H 0.118 -1.788 -5.364
H 0.436 -2.802 -3.949
H -2.384 -0.980 -2.648
H -1.546 -2.544 -2.524
H -2.189 -2.012 -4.083
H 1.911 1.608 -2.128
H 2.100 2.515 -3.639
H 2.779 0.887 -3.497
H -0.343 0.506 -5.459
H 1.430 0.522 -5.646
H 0.532 2.033 -5.473
H -2.624 -1.635 4.256
H -1.217 -2.055 5.262
H -1.537 -2.931 3.756
H 1.096 -0.740 2.634
H 0.389 -2.339 2.310
H 1.003 -1.949 3.927
N 3.862 0.862 0.237
C 4.826 -0.166 0.138
C 6.173 0.149 0.190
C 7.132 -0.852 0.100
C 6.743 -2.169 -0.035
C 5.393 -2.492 -0.093
C 4.444 -1.494 -0.015
S 2.710 -1.945 -0.118
N 1.922 -0.459 0.049
C 2.523 0.692 0.181
C 1.630 1.869 0.200
C 1.874 3.199 0.227
C 0.779 4.204 0.195
C -1.431 3.771 0.032
C -1.627 2.247 -0.073
N 0.312 1.461 0.084
H 4.229 1.793 0.369
H 6.472 1.180 0.307
H 8.178 -0.592 0.146
H 7.479 -2.954 -0.093
H 5.072 -3.517 -0.191
H 2.880 3.588 0.284
H 1.221 5.197 0.267
H -2.352 4.344 -0.003
H -2.640 1.879 -0.200
Cl -5.763 -5.623 0.180
C -4.704 -4.272 0.054
C -5.263 -2.982 -0.090
C -4.463 -1.877 -0.138
C -3.051 -1.987 -0.060
O -2.326 -0.926 -0.094
C -2.483 -3.303 0.027
C -1.094 -3.461 0.011
O -0.197 -2.558 -0.024
C -3.345 -4.433 0.095
H -6.336 -2.885 -0.163
H -4.887 -0.890 -0.245
H -0.708 -4.490 0.016
H -2.912 -5.417 0.187
```

As for the total energy: -130183.46802 eV. The value obtained for the relative energy (zero: lowest compared OMol25 entry of this formula, charge and spin) is 14.86 kcal/mol. The HOMO-LUMO gap comes out at 5.123 eV. Its total charge is +2. The value obtained for the highest occupied orbital energy is -11.9 eV. The largest force on an atom is 1.3 eV Å⁻¹.

***

What is the formula in the second record? C32H52N4O5PSZn

***

Among the records above, which one has the lowest highest occupied orbital energy? C35H41ClGaN9O2S